Formula: C5H18N2O2
Source: the OMol25 dataset
Level of theory: ωB97M-V with the def2-TZVPD basis set

Each atom is followed by the atoms it is bonded to, with distances in Å.
Atoms and positions in Å:
1 C 1.394 -2.121 -0.363  C2 1.529, H8 1.088, H9 1.093, H10 1.089
2 C -0.086 -2.412 -0.112  C1 1.529, N3 1.449, H11 1.094, H12 1.098
3 N -0.937 -1.246 -0.234  C2 1.449, C4 1.460, H13 1.003
4 C -1.083 -0.345 0.906  N3 1.460, C5 1.541, H14 1.105, H15 1.088
5 C -1.591 1.034 0.444  C4 1.541, C6 1.544, H16 1.091, H17 1.095
6 C -0.408 1.987 0.167  C5 1.544, N7 1.435, H18 1.097, H19 1.096
7 N 0.177 2.568 1.341  C6 1.435, H20 1.004, H21 1.001
8 H 1.908 -1.714 0.504  C1 1.088
9 H 1.885 -3.078 -0.555  C1 1.093
10 H 1.512 -1.478 -1.234  C1 1.089
11 H -0.392 -3.174 -0.836  C2 1.094
12 H -0.261 -2.916 0.848  C2 1.098
13 H -1.791 -1.282 -0.759  N3 1.003
14 H -1.885 -0.733 1.558  C4 1.105
15 H -0.212 -0.225 1.548  C4 1.088
16 H -2.295 0.980 -0.388  C5 1.091
17 H -2.151 1.470 1.278  C5 1.095
18 H 0.335 1.402 -0.390  C6 1.097
19 H -0.661 2.750 -0.578  C6 1.096
20 H -0.467 3.005 1.975  N7 1.004
21 H 0.973 2.133 1.766  N7 1.001
22 O -0.425 -0.001 -3.035  H23 0.964, H24 0.958
23 H -0.216 0.013 -2.094  O22 0.964
24 H -1.281 -0.425 -3.089  O22 0.958
25 O 2.444 0.519 1.145  H26 0.952, H27 0.953
26 H 3.124 1.174 1.019  O25 0.952
27 H 1.879 0.329 0.402  O25 0.953

Properties
**SMILES**: CCNCCCN.O.O
**Charge**: 0
**Energy above the lowest of the compared OMol25 structures with the same formula, charge and spin**: 72.5 kJ/mol
**HOMO level**: -8.620 eV
**Orbital gap**: 9.49 eV
**E**: -461.2596 Ha

Electronic structure analysis, Mulliken charges in units of e:
1 C -1.06
2 C -0.63
3 N -0.06
4 C -0.84
5 C -0.48
6 C -0.54
7 N -0.40
8 H 0.27
9 H 0.39
10 H 0.27
11 H 0.42
12 H 0.31
13 H 0.29
14 H 0.23
15 H 0.45
16 H 0.36
17 H 0.41
18 H 0.05
19 H 0.27
20 H 0.21
21 H 0.26
22 O -0.68
23 H 0.30
24 H 0.31
25 O -0.66
26 H 0.30
27 H 0.26